Record 1
ORCA calculation (the ωB97M-V functional and the def2-TZVPD basis) on a molecular structure, C17H12F5N2O3Zr.

The geometry in XYZ format:
```
40
Properties=species:S:1:pos:R:3:lowdin_charge:R:1
Zr 0.177 0.608 -0.896 1.984
C 3.805 -0.431 -2.726 -0.043
O 4.603 -0.173 -1.572 -0.045
C 4.101 -0.077 -0.326 -0.207
C 5.057 0.176 0.661 0.040
C 4.732 0.272 2.001 -0.041
C 3.419 0.115 2.401 -0.022
C 2.427 -0.099 1.445 -0.143
C 1.069 -0.293 1.919 -0.004
N 0.047 -0.106 1.163 -0.126
N -1.209 -0.514 1.607 0.119
C -1.988 -0.645 0.583 -0.366
O -1.522 -0.379 -0.657 -0.237
C -3.387 -1.058 0.709 -0.162
C -3.932 -1.269 1.979 -0.016
C -5.256 -1.646 2.099 -0.058
C -6.037 -1.814 0.962 -0.058
C -5.497 -1.606 -0.298 -0.059
C -4.171 -1.226 -0.429 -0.017
C 2.768 -0.207 0.073 -0.202
O 1.769 -0.457 -0.846 -0.271
H 4.516 -0.492 -3.545 0.103
H 3.113 0.390 -2.917 0.080
H 3.267 -1.373 -2.637 0.096
H 6.081 0.285 0.329 0.137
H 5.509 0.460 2.728 0.120
H 3.141 0.172 3.445 0.124
H 0.898 -0.645 2.934 0.154
H -3.315 -1.133 2.856 0.114
H -5.683 -1.808 3.079 0.112
H -7.074 -2.109 1.060 0.113
H -6.110 -1.739 -1.179 0.111
H -3.745 -1.061 -1.408 0.113
F 1.282 3.894 -1.795 0.143
C 0.748 2.712 -1.802 -0.173
F 0.220 2.549 -0.212 -0.251
C -0.652 2.780 -2.521 -0.596
F -0.753 3.645 -3.482 0.244
F -1.702 2.827 -1.708 0.171
F -0.712 1.477 -3.075 0.021
```

Computed properties:
Calculated total energy in a.u.: -1536.420394
Lowest unoccupied orbital energy in Eh: -0.16429
Charge: +1
Kohn-Sham gap in eV: 7.3
HOMO in eV: -11.72
Spin multiplicity: 1

***

Record 2
ORCA calculation (the ωB97M-V functional and the def2-TZVPD basis) on a molecular structure, C17H12GaI2N2O2S3.

The geometry in XYZ format:
```
39
Properties=species:S:1:pos:R:3:lowdin_charge:R:1
Ga 0.738 0.224 1.387 0.322
S 1.889 1.695 5.735 0.474
C 1.638 0.968 4.279 -1.634
S 1.384 1.901 2.843 0.647
S 1.762 -0.784 4.279 0.832
I 5.299 0.289 -0.810 0.899
C 3.487 0.105 -1.814 -0.647
C 3.478 -0.084 -3.214 -0.235
C 2.304 -0.199 -3.904 -0.677
I 2.386 -0.481 -5.977 0.860
C 1.060 -0.138 -3.223 -0.212
C -0.227 -0.245 -3.800 -0.045
C -1.339 -0.179 -3.008 -0.033
C -1.194 -0.011 -1.614 -0.078
N -0.014 0.114 -1.062 0.114
C 1.093 0.051 -1.829 -0.140
C 2.315 0.180 -1.083 -0.400
O 2.257 0.387 0.196 -0.142
H 4.422 -0.139 -3.739 0.072
H -0.317 -0.388 -4.868 0.060
H -2.330 -0.269 -3.433 0.104
H -2.055 0.023 -0.949 0.104
C -1.692 2.594 1.617 -0.076
C -2.108 1.160 1.501 -0.370
C -3.385 0.652 1.401 -0.087
C -3.264 -0.763 1.279 -0.093
C -1.922 -1.058 1.315 -0.383
C -1.262 -2.398 1.207 -0.047
N -1.208 0.113 1.466 -0.017
H -2.550 3.237 1.416 0.073
H -0.911 2.853 0.897 0.064
H -1.305 2.837 2.606 0.048
H -4.297 1.234 1.414 0.087
H -4.068 -1.481 1.183 0.088
H -1.971 -3.119 0.800 0.076
H -0.911 -2.775 2.169 0.073
H -0.394 -2.385 0.544 0.064
O 1.740 -2.429 2.254 -0.077
C 1.471 -1.290 2.538 -0.666
```

Computed properties:
Calculated total energy in a.u.: -4629.928128
Lowest unoccupied orbital energy in Eh: 0.07080
Charge: -1
Kohn-Sham gap in eV: 6.9
HOMO in eV: -4.97
Spin multiplicity: 1

***

- Look up the charge of the second one.
  -1

***

Repeat the second record exactly.
ORCA calculation (the ωB97M-V functional and the def2-TZVPD basis) on a molecular structure, C17H12GaI2N2O2S3.

The geometry in XYZ format:
```
39
Properties=species:S:1:pos:R:3:lowdin_charge:R:1
Ga 0.738 0.224 1.387 0.322
S 1.889 1.695 5.735 0.474
C 1.638 0.968 4.279 -1.634
S 1.384 1.901 2.843 0.647
S 1.762 -0.784 4.279 0.832
I 5.299 0.289 -0.810 0.899
C 3.487 0.105 -1.814 -0.647
C 3.478 -0.084 -3.214 -0.235
C 2.304 -0.199 -3.904 -0.677
I 2.386 -0.481 -5.977 0.860
C 1.060 -0.138 -3.223 -0.212
C -0.227 -0.245 -3.800 -0.045
C -1.339 -0.179 -3.008 -0.033
C -1.194 -0.011 -1.614 -0.078
N -0.014 0.114 -1.062 0.114
C 1.093 0.051 -1.829 -0.140
C 2.315 0.180 -1.083 -0.400
O 2.257 0.387 0.196 -0.142
H 4.422 -0.139 -3.739 0.072
H -0.317 -0.388 -4.868 0.060
H -2.330 -0.269 -3.433 0.104
H -2.055 0.023 -0.949 0.104
C -1.692 2.594 1.617 -0.076
C -2.108 1.160 1.501 -0.370
C -3.385 0.652 1.401 -0.087
C -3.264 -0.763 1.279 -0.093
C -1.922 -1.058 1.315 -0.383
C -1.262 -2.398 1.207 -0.047
N -1.208 0.113 1.466 -0.017
H -2.550 3.237 1.416 0.073
H -0.911 2.853 0.897 0.064
H -1.305 2.837 2.606 0.048
H -4.297 1.234 1.414 0.087
H -4.068 -1.481 1.183 0.088
H -1.971 -3.119 0.800 0.076
H -0.911 -2.775 2.169 0.073
H -0.394 -2.385 0.544 0.064
O 1.740 -2.429 2.254 -0.077
C 1.471 -1.290 2.538 -0.666
```

Computed properties:
Calculated total energy in a.u.: -4629.928128
Lowest unoccupied orbital energy in Eh: 0.07080
Charge: -1
Kohn-Sham gap in eV: 6.9
HOMO in eV: -4.97
Spin multiplicity: 1